132
Properties=species:S:1:pos:R:3:forces:R:3 method="wB97M-V/def2-TZVPD" homo_ha=-0.181 e_lumo_ha=0.0585 gap_ev=6.53 total_charge=-1 e_above_lowest_kj_mol=59.3 total_energy_ev=-169737.1628
C -5.506642 -0.324209 -0.784487 -0.4 -0.1 0.0
C -4.997994 0.755077 -0.794076 0.0 0.2 0.1
C -4.563710 2.153594 -0.762853 0.3 -0.5 -0.8
C -5.478301 2.924589 -1.762915 -0.8 0.1 0.7
F -6.634337 2.196527 -1.897857 -0.2 0.0 -0.4
C -5.973337 4.314894 -1.311999 -0.1 0.5 0.0
C -5.141686 5.021237 -0.288897 -0.1 0.3 0.3
C -4.508497 6.171690 -0.461998 -0.3 0.1 -0.4
O -4.966484 2.916778 -3.100611 0.7 0.2 0.6
S -3.643089 3.787397 -3.323910 0.9 0.2 -1.9
O -3.112912 3.377977 -4.592559 -0.1 -0.7 0.1
O -3.928764 5.189512 -3.278277 -0.6 0.0 0.8
C -2.472482 3.257454 -2.063808 0.0 0.7 1.0
C -1.710327 4.506129 -1.595101 0.4 0.5 -0.2
C -0.239954 4.152499 -1.293821 -0.9 -0.7 -0.2
C 0.660336 4.417107 -2.473504 0.9 -0.1 0.5
Br 0.390290 4.987007 0.341024 0.2 0.0 -0.1
C -2.992685 2.330436 -0.933258 -0.4 -0.8 0.4
I -2.061452 0.391178 -1.397842 0.0 0.0 -0.2
C -2.436939 2.702739 0.510173 1.4 0.1 1.4
O -3.019499 3.650335 1.085587 -0.1 -0.5 -0.7
O -1.463019 2.037237 0.944090 -0.9 0.5 -0.6
H -6.070866 -1.219101 -0.809176 0.2 -0.3 0.0
H -4.818378 2.475668 0.241554 0.2 0.5 0.0
H -6.106592 4.915316 -2.207619 0.1 0.1 -0.1
H -6.970541 4.170623 -0.899825 -0.1 -0.3 0.1
H -5.093540 4.568497 0.688784 0.5 -0.4 -0.1
H -3.737723 6.508355 0.212081 -0.3 0.2 0.5
H -4.712196 6.778086 -1.335217 0.4 -0.1 -0.3
H -1.737881 2.685806 -2.613425 -0.3 -0.1 -0.6
H -1.677568 5.220718 -2.412632 -0.2 0.2 0.0
H -2.191001 5.014843 -0.773659 -0.2 -0.2 0.2
H -0.216296 3.082047 -1.105451 0.3 0.0 0.5
H 0.291032 3.908711 -3.362249 -0.3 0.1 -0.2
H 0.843006 5.474276 -2.648278 -0.3 0.1 -0.2
H 1.632379 3.973569 -2.257186 0.2 0.0 -0.1
C 0.007637 -1.532103 1.144643 0.0 0.3 -0.1
O 0.414225 -2.110509 0.148571 0.1 -0.2 0.1
N -0.363639 -2.141688 2.284461 0.0 0.0 0.1
C -0.829817 -1.380696 3.423481 0.0 -0.2 -0.1
C -0.294685 -3.595435 2.378152 0.0 0.5 -0.3
H -0.088397 -0.434331 1.188042 -0.1 0.0 0.0
H -0.180669 -1.561817 4.286123 -0.1 0.1 0.1
H -1.849011 -1.680097 3.679369 0.0 0.1 0.1
H -0.823941 -0.316632 3.192198 0.0 0.0 -0.1
H 0.732089 -3.922059 2.207490 0.0 -0.1 0.0
H -0.924866 -4.045780 1.614738 0.1 -0.1 0.0
H -0.619778 -3.920686 3.356588 0.0 0.0 0.1
C 1.031973 -6.510420 0.284205 0.1 0.3 -0.1
O -0.036402 -6.169854 0.737136 -0.2 -0.2 0.1
N 1.878588 -7.381074 0.873469 0.1 -0.1 -0.2
C 3.154534 -7.713660 0.276970 -0.1 0.0 0.4
C 1.490226 -7.981330 2.138705 -0.1 0.2 -0.1
H 1.421646 -6.105950 -0.667215 0.0 0.0 0.0
H 3.213172 -8.785639 0.075088 0.1 0.0 0.0
H 3.956902 -7.432492 0.962702 0.2 -0.1 -0.1
H 3.284016 -7.170631 -0.656866 0.0 0.0 0.0
H 0.561751 -8.540106 2.015261 0.0 0.0 0.1
H 1.318308 -7.203263 2.884513 -0.1 -0.1 0.0
H 2.275915 -8.650996 2.481751 0.0 0.0 -0.1
C -0.368419 -5.570844 5.925864 -0.1 0.0 0.0
O -0.428545 -5.649474 4.712623 0.1 -0.2 0.1
N 0.601041 -4.934458 6.603248 0.0 -0.1 0.2
C 0.618749 -4.858179 8.054157 0.1 0.2 -0.2
C 1.668979 -4.295674 5.851770 -0.1 -0.1 -0.1
H -1.131317 -6.023601 6.583382 0.0 0.0 0.0
H 0.595897 -3.810527 8.369034 0.0 -0.4 0.0
H 1.531485 -5.322903 8.436673 0.0 0.0 0.1
H -0.244534 -5.380821 8.464989 0.0 0.0 -0.1
H 1.254750 -3.542389 5.181462 0.1 0.0 0.0
H 2.192285 -5.037897 5.246536 0.0 0.1 0.0
H 2.366882 -3.825150 6.539284 0.0 0.0 0.1
C 3.239572 2.702472 -6.891198 0.1 0.0 0.0
O 3.952927 3.690893 -6.873822 0.0 0.0 0.0
N 1.904554 2.709320 -6.774406 -0.2 -0.2 0.0
C 1.118352 1.484522 -6.808378 0.0 0.5 0.1
C 1.222122 3.981470 -6.606035 0.2 0.0 0.0
H 3.653752 1.685400 -7.012232 0.0 0.0 0.0
H 0.413902 1.522086 -7.638984 0.0 -0.1 0.0
H 0.563209 1.376696 -5.875413 -0.1 -0.1 0.0
H 1.764139 0.625216 -6.933686 0.1 0.0 0.0
H 1.431105 4.629448 -7.458422 0.0 0.1 0.0
H 1.590366 4.469678 -5.703176 -0.1 0.1 0.0
H 0.150609 3.818890 -6.523054 0.0 -0.1 0.0
C 6.129648 -5.512063 -0.172824 0.0 0.0 0.1
O 6.657116 -6.521266 -0.603830 0.0 0.0 -0.1
N 5.628156 -4.519462 -0.926933 -0.1 0.1 0.1
C 5.002769 -3.342920 -0.344253 0.0 -0.1 -0.3
C 5.714430 -4.632134 -2.372269 0.1 -0.1 0.1
H 6.011811 -5.331615 0.909573 0.0 0.0 0.0
H 3.967185 -3.264094 -0.678522 0.0 0.1 0.1
H 5.543605 -2.445391 -0.649432 -0.1 0.0 0.1
H 5.016050 -3.410303 0.740992 0.0 0.0 0.0
H 5.191842 -5.529032 -2.707455 0.0 0.0 -0.1
H 6.758462 -4.712911 -2.677216 0.0 0.0 -0.1
H 5.266303 -3.756237 -2.833832 0.0 0.0 0.0
C 0.849453 -1.960753 10.545565 0.1 0.0 0.0
O 1.116434 -2.149039 9.372635 0.1 0.2 0.1
N -0.249966 -1.325123 10.982218 -0.1 0.0 0.2
C -0.519183 -1.128347 12.392475 -0.1 0.1 -0.2
C -1.197900 -0.818622 9.999842 0.2 -0.1 -0.1
H 1.506540 -2.306574 11.361206 0.0 0.0 0.0
H -1.462597 -1.607110 12.662137 0.0 0.0 0.1
H -0.587193 -0.061413 12.613151 0.0 0.0 0.1
H 0.279241 -1.561481 12.991061 0.0 0.0 0.0
H -1.574586 -1.639173 9.389330 0.0 0.0 0.0
H -0.704091 -0.103886 9.341843 -0.1 0.0 0.0
H -2.026876 -0.333259 10.507589 0.0 0.0 0.1
C -1.666815 8.507043 -0.753220 0.0 -0.1 0.2
O -1.352022 7.414863 -1.167460 0.0 0.1 -0.2
N -2.024698 9.546569 -1.538588 0.0 0.2 0.0
C -2.395954 10.833935 -0.994077 0.0 -0.1 -0.3
C -2.035011 9.349517 -2.978429 0.0 -0.2 0.1
H -1.692298 8.744814 0.325225 0.0 0.0 0.0
H -3.418838 11.083672 -1.286409 0.0 0.1 0.1
H -1.721757 11.608522 -1.368620 -0.1 0.1 0.1
H -2.336786 10.811635 0.092120 0.0 0.0 0.0
H -2.724830 8.545429 -3.238745 0.0 0.0 -0.1
H -1.039103 9.066590 -3.321692 0.0 0.0 -0.1
H -2.342925 10.268550 -3.471771 0.0 0.0 0.0
C 1.553370 -1.828680 -8.163631 -0.1 0.0 -0.1
O 0.576571 -1.333588 -7.640435 0.0 -0.1 0.0
N 2.290803 -2.816488 -7.620431 0.2 -0.1 -0.1
C 3.451042 -3.370252 -8.286973 -0.1 0.0 0.2
C 1.899900 -3.337614 -6.318854 -0.1 0.2 -0.1
H 1.927424 -1.498129 -9.149083 0.0 0.0 0.0
H 3.306539 -4.438578 -8.462493 0.1 0.0 -0.1
H 4.339963 -3.230072 -7.668154 0.1 0.0 -0.1
H 3.606592 -2.874580 -9.242901 0.0 0.0 0.0
H 0.887185 -3.737593 -6.367767 0.0 0.0 0.1
H 1.912884 -2.538058 -5.578050 0.0 0.0 0.1
H 2.587908 -4.123809 -6.018214 0.0 0.0 0.0



20
Properties=species:S:1:pos:R:3:forces:R:3 method="wB97M-V/def2-TZVPD" homo_ha=-0.328 e_lumo_ha=0.0281 gap_ev=9.70 total_charge=0 smiles="CN=C(N)N.CC(=O)O" e_above_lowest_kj_mol=75.4 total_energy_ev=-12892.0488
C 0.156923 2.801713 2.479575 -0.2 0.5 0.8
C -0.305079 1.490756 1.896302 0.1 0.5 -0.6
O -0.128497 1.475307 0.565174 -1.6 -0.2 -0.7
O -0.772387 0.590565 2.539452 -0.2 -0.1 0.1
H 0.807515 2.619382 3.326209 0.3 -0.2 0.1
H -0.706752 3.319967 2.932080 0.1 -0.3 -0.4
H 0.643807 3.491449 1.793219 -0.1 -0.3 -0.2
C -1.720627 -1.021820 -1.568155 0.5 -0.5 -0.1
C 0.614729 -1.283531 -1.037288 2.1 -1.2 -0.9
N -0.444140 -0.608746 -0.961395 -2.5 0.1 -0.3
N 0.900471 -2.393820 -1.869636 -1.1 0.8 0.7
N 1.722802 -0.922373 -0.303340 -1.1 0.2 -0.1
H -0.769457 0.830712 0.035304 2.3 0.3 1.2
H 1.806883 -2.823485 -1.854157 -0.1 0.1 -0.1
H 0.303843 -2.567305 -2.660425 0.2 0.0 0.1
H 1.613096 -0.122575 0.308061 0.3 -0.4 -0.1
H 2.557534 -1.452338 -0.419594 0.4 0.2 0.3
H -2.456943 -1.325730 -0.809667 0.3 0.2 0.1
H -1.650172 -1.882761 -2.241343 0.1 0.0 -0.1
H -2.173550 -0.215369 -2.150376 0.2 0.1 0.1



84
Properties=species:S:1:pos:R:3:forces:R:3 method="wB97M-V/def2-TZVPD" s_squared=2.059 homo_ha="-0.182 / -0.264" e_lumo_ha="-0.0152 / -0.0184" gap_ev="4.53 / 6.68" total_charge=0 e_above_lowest_kj_mol=43.6 total_energy_ev=-162101.1908 multiplicity=3
Ti -0.269828 -0.852874 -0.744237 -0.2 0.4 0.6
Br -7.435600 0.622714 -0.675969 0.0 0.0 0.0
C -5.719266 -0.190518 -0.768010 0.1 0.0 0.0
C -5.443213 -1.069536 -1.808196 0.0 0.0 0.0
C -4.170927 -1.622421 -1.890812 -0.2 0.1 -0.1
C -3.181357 -1.304396 -0.969116 0.5 -0.3 0.0
O -1.939555 -1.764822 -1.167697 -0.4 -0.1 -0.3
C -3.496838 -0.481185 0.142592 0.1 0.1 0.3
C -2.574429 -0.329865 1.221969 0.0 -0.2 -0.3
N -1.342979 -0.867901 1.141189 0.0 0.2 -0.1
C -0.598738 -1.164434 2.226722 0.1 0.0 0.0
C -0.970859 -1.024078 3.569184 0.1 0.0 0.0
C -0.072878 -1.360642 4.591646 -0.1 0.1 0.0
C 1.181388 -1.853594 4.335658 0.1 0.0 -0.1
C 1.575969 -2.072729 2.989506 -0.1 0.0 0.1
C 2.810667 -2.634578 2.626168 0.1 -0.1 0.1
C 3.107814 -2.869244 1.309014 0.0 0.0 0.0
C 2.170839 -2.516584 0.342016 0.0 0.0 -0.1
N 1.003996 -1.962090 0.631327 0.2 0.0 0.4
C 0.691289 -1.737366 1.942124 -0.1 0.0 -0.1
C -4.781120 0.093470 0.199456 -0.1 0.0 0.0
H -6.199881 -1.304785 -2.543663 0.0 0.0 0.0
H -3.912119 -2.289593 -2.705085 0.0 0.0 0.0
H -2.915183 0.150867 2.133663 0.0 0.0 0.0
H -1.956981 -0.660433 3.818639 0.0 0.0 0.0
H -0.386021 -1.230605 5.621486 0.0 0.0 0.0
H 1.864037 -2.105264 5.136663 0.0 0.0 0.0
H 3.521315 -2.888866 3.404824 0.0 0.0 0.0
H 4.050920 -3.303196 1.007988 0.0 0.0 0.0
H 2.384773 -2.676514 -0.707976 0.0 0.0 0.0
H -5.029887 0.750500 1.024342 0.0 0.0 0.0
N 1.462432 0.015389 -2.317264 0.2 -0.5 0.1
C 1.613653 -0.807600 -3.461654 -0.2 0.0 0.1
C 2.218633 -0.441244 -4.624727 0.1 0.0 -0.3
C 2.348541 -1.367487 -5.691815 0.0 0.3 0.1
C 1.898775 -2.645326 -5.563960 -0.1 -0.1 0.1
C 1.242055 -3.045585 -4.370784 0.0 -0.1 -0.2
C 0.736365 -4.349700 -4.155300 0.1 0.0 -0.3
C 0.088564 -4.633609 -2.996878 -0.1 0.1 0.4
C -0.111406 -3.600009 -2.051933 -0.1 -0.3 -0.1
N 0.340175 -2.380321 -2.210864 0.3 -0.5 -0.6
C 1.061426 -2.108799 -3.344460 -0.1 0.2 0.2
H 1.559298 1.005103 -2.519875 -0.1 0.0 0.0
H 2.198286 -0.188264 -1.630646 0.0 0.1 0.0
H 2.628866 0.557091 -4.719609 0.0 0.0 0.0
H 2.838330 -1.055142 -6.604622 0.0 0.0 0.0
H 2.026025 -3.364222 -6.363608 0.0 0.0 0.0
H 0.871019 -5.106630 -4.919520 0.0 0.0 0.0
H -0.309933 -5.616809 -2.790972 0.0 0.0 0.0
H -0.693304 -3.781821 -1.158204 0.0 0.0 0.0
C 3.311183 3.339832 5.900240 0.0 0.0 0.0
C 2.938571 2.887232 4.512886 0.1 0.0 0.0
C 1.856471 2.047023 4.291776 -0.1 0.0 0.0
C 1.518681 1.632538 3.009009 0.1 0.0 0.0
C 2.275398 2.066889 1.936513 0.2 0.2 0.2
C 3.362102 2.919303 2.129443 -0.1 -0.1 0.1
C 3.683610 3.317066 3.413243 0.0 0.0 0.0
S 1.964559 1.524065 0.290812 -0.2 -0.1 -0.1
O 2.233425 2.659448 -0.564484 0.1 -0.1 -0.1
O 2.798790 0.349996 0.096388 0.1 0.0 0.0
N 0.447361 1.028302 0.171946 -0.3 0.7 -0.1
C -0.520765 2.067003 0.003776 0.5 -0.4 0.0
C -0.608445 3.217518 0.737718 -0.2 0.2 0.2
C -1.605087 4.185680 0.459095 0.2 -0.1 0.1
C -2.488116 4.020854 -0.563504 0.0 -0.1 -0.1
C -2.397512 2.861487 -1.372495 -0.1 0.1 -0.1
C -3.217973 2.634488 -2.500808 -0.1 0.2 0.1
C -3.029427 1.528146 -3.269916 0.1 -0.2 0.0
C -2.047090 0.598017 -2.876133 -0.2 -0.1 -0.2
N -1.292261 0.755086 -1.819043 -0.1 0.5 0.1
C -1.429221 1.892637 -1.076634 0.1 -0.1 0.0
H 2.654016 2.902608 6.651249 0.0 0.0 0.0
H 3.246982 4.425976 5.989144 0.0 0.0 0.0
H 4.337104 3.055196 6.141287 0.0 0.0 0.0
H 1.262281 1.700685 5.129690 0.0 0.0 0.0
H 0.665137 0.988132 2.851606 0.0 -0.1 0.0
H 3.935576 3.266541 1.280885 0.0 0.0 0.0
H 4.528607 3.978806 3.569694 0.0 0.0 0.0
H 0.081626 3.401598 1.549254 0.0 0.0 0.0
H -1.652282 5.075469 1.074131 0.0 0.0 0.0
H -3.246926 4.761838 -0.780784 0.0 0.0 0.0
H -3.991923 3.353085 -2.746139 0.0 0.0 0.0
H -3.638070 1.325240 -4.139588 0.0 0.0 0.0
H -1.919529 -0.332238 -3.418977 0.0 0.0 0.0



11
Properties=species:S:1:pos:R:3:forces:R:3 method="wB97M-V/def2-TZVPD" homo_ha=-0.358 e_lumo_ha=0.0335 gap_ev=10.66 total_charge=0 smiles="O=C1CN2C[C@@H]12" e_above_lowest_kj_mol=246.1 total_energy_ev=-7763.9755
O -0.741099 -2.158067 0.892527 0.5 0.2 -0.3
C -0.230223 -1.155163 0.458687 0.0 -0.4 0.1
C 0.437281 0.012549 1.149959 0.1 -0.1 0.2
N -0.426304 0.874128 0.267560 -0.2 0.1 -0.1
C 0.216550 0.847431 -1.015809 0.2 0.1 -0.2
C -0.593799 -0.360293 -0.734933 -0.3 -0.2 -0.1
H 0.238334 0.105842 2.217146 -0.1 0.0 -0.2
H 1.510002 0.112785 0.940296 -0.2 0.1 0.1
H 1.301473 0.831925 -1.087616 -0.1 -0.1 0.1
H -0.288238 1.524946 -1.703463 0.3 -0.2 -0.1
H -1.423977 -0.636086 -1.384354 -0.2 0.4 0.5